1.
C17H30Cl28NbO | ωB97M-V/def2-TZVPD

```
77
C17H30Cl28NbO, DFT ωB97M-V/def2-TZVPD
C -2.861 -2.468 2.411
C -1.677 -2.456 1.419
C -0.727 -1.249 1.575
C -0.150 -0.827 0.183
Nb 0.976 -1.552 3.067
Cl -0.413 -2.710 4.764
C 1.715 -3.464 2.096
C 2.197 -4.491 3.161
C 0.414 0.463 4.040
C 1.593 1.395 4.365
O 2.486 0.811 5.317
H -2.945 -1.552 2.992
H -3.798 -2.722 1.914
H -2.689 -3.265 3.137
H -2.101 -2.398 0.407
H -1.177 -3.425 1.474
H -1.337 -0.415 1.938
H -0.661 -1.335 -0.642
H -0.155 0.254 0.050
H 0.897 -1.130 0.115
H 2.389 -1.633 4.239
H 2.086 -0.559 2.010
H 0.973 -3.970 1.466
H 2.554 -3.223 1.436
H 2.508 -5.413 2.656
H 3.062 -4.079 3.678
H 1.414 -4.727 3.878
H -0.276 1.036 3.407
H -0.085 0.284 4.997
H 2.123 1.696 3.458
H 1.235 2.315 4.850
H 3.280 0.529 4.849
C -7.278 -3.285 2.477
Cl -8.848 -3.797 1.851
Cl -6.059 -4.527 2.182
Cl -6.769 -1.743 1.779
H -7.373 -3.153 3.546
C -1.011 3.823 -0.141
Cl -1.853 2.666 -1.177
Cl -0.437 3.049 1.331
Cl 0.329 4.577 -1.018
H -1.712 4.599 0.133
C 1.111 5.175 -4.639
Cl 1.602 3.674 -5.428
Cl 2.300 5.656 -3.430
Cl 0.901 6.462 -5.829
H 0.165 5.004 -4.140
C 5.003 -4.730 -0.534
Cl 3.321 -4.633 -1.051
Cl 5.437 -3.334 0.450
Cl 5.301 -6.233 0.347
H 5.628 -4.729 -1.417
C -9.600 -1.547 -2.214
Cl -11.135 -2.255 -1.696
Cl -9.855 0.070 -2.880
Cl -8.450 -1.509 -0.880
H -9.192 -2.171 -2.997
C 5.629 8.146 -2.956
Cl 4.619 7.424 -1.703
Cl 7.158 7.279 -3.117
Cl 4.769 8.195 -4.499
H 5.851 9.163 -2.664
C 6.868 3.212 -3.974
Cl 6.398 1.579 -3.502
Cl 8.074 3.170 -5.266
Cl 5.461 4.155 -4.461
H 7.315 3.695 -3.115
C 4.117 7.552 -8.292
Cl 3.556 5.941 -7.856
Cl 5.348 7.476 -9.557
Cl 2.764 8.571 -8.798
H 4.565 8.002 -7.416
C -6.932 -7.975 3.547
Cl -8.466 -7.797 4.404
Cl -5.749 -8.820 4.546
Cl -7.168 -8.811 2.010
H -6.552 -6.985 3.335
```

Summary:
* charge: -1
* LUMO: 1.45 eV


2.
C16H44FLiN4O4 | ωB97M-V/def2-TZVPD

```
70
C16H44FLiN4O4, DFT ωB97M-V/def2-TZVPD
Li 5.457 -8.762 1.588
F 5.174 -6.836 2.043
C 7.230 -3.579 2.550
C 8.091 -4.422 1.669
C 9.529 -3.877 1.550
O 9.575 -2.531 0.976
C 10.939 -2.185 0.622
N 8.049 -5.692 2.352
H 6.269 -4.066 2.716
H 7.000 -2.651 2.027
H 7.663 -3.435 3.540
H 7.549 -4.492 0.725
H 10.088 -4.650 1.021
H 9.933 -3.782 2.558
H 11.483 -2.069 1.559
H 10.876 -1.213 0.133
H 11.435 -2.944 0.017
H 8.592 -6.345 1.804
H 7.088 -5.995 2.284
C 4.169 -5.341 -3.074
C 4.972 -5.986 -1.905
C 6.195 -5.195 -1.461
O 6.818 -4.507 -2.510
C 8.216 -4.173 -2.360
N 3.861 -6.163 -0.935
H 4.779 -5.273 -3.974
H 3.844 -4.320 -2.871
H 3.287 -5.931 -3.321
H 5.342 -6.940 -2.279
H 6.840 -5.926 -0.974
H 5.964 -4.452 -0.698
H 8.918 -4.984 -2.168
H 8.479 -3.458 -1.580
H 8.590 -3.642 -3.235
H 4.326 -6.305 -0.050
H 3.261 -5.364 -0.784
C 6.960 -6.138 5.651
C 6.921 -7.553 5.068
C 7.519 -8.538 6.099
O 8.915 -8.248 6.282
C 9.637 -9.105 7.187
N 5.470 -7.684 4.916
H 6.638 -5.479 4.844
H 7.999 -5.860 5.828
H 6.343 -5.980 6.535
H 7.366 -7.565 4.073
H 7.312 -9.547 5.742
H 6.990 -8.346 7.032
H 9.504 -8.662 8.174
H 10.669 -9.248 6.869
H 9.152 -10.078 7.271
H 4.954 -7.168 5.614
H 5.310 -7.252 4.017
C 0.294 -5.652 1.963
C 1.757 -5.319 1.582
C 1.895 -3.955 0.846
O 1.838 -4.088 -0.553
C 1.750 -2.849 -1.322
N 2.588 -5.429 2.753
H -0.363 -5.730 1.096
H -0.132 -4.782 2.463
H 0.193 -6.571 2.541
H 2.155 -6.073 0.903
H 2.819 -3.409 1.039
H 1.120 -3.288 1.224
H 0.831 -2.295 -1.129
H 1.818 -3.101 -2.380
H 2.574 -2.153 -1.161
H 3.584 -5.473 2.594
H 2.348 -6.346 3.101
```

Summary:
* charge: -1
* LUMO (alpha / beta): 2.65 / 2.65 eV
* 2S+1: 2
* energy above the lowest of the compared OMol25 structures with the same formula, charge and spin: 16.9 kJ/mol


3.
C2H7O2PS | ωB97M-V/def2-TZVPD

```
13
C2H7O2PS, DFT ωB97M-V/def2-TZVPD
C -2.224 -0.180 0.321
C -0.946 0.413 -0.286
O 0.220 -0.416 -0.235
P 1.532 -0.468 0.695
O 2.329 -1.514 -0.210
S 2.735 1.327 -0.133
H -2.367 -1.186 -0.038
H -2.973 0.399 -0.025
H -2.260 -0.159 1.484
H -0.662 1.317 0.040
H -1.180 0.449 -1.419
H 2.353 -1.150 -1.194
H 3.441 1.167 1.000
```

Summary:
* LUMO: 0.74 eV
* SMILES string: CCOP(O)S
* energy above the lowest of the compared OMol25 structures with the same formula, charge and spin: 0.0 kJ/mol


4.
C3H2FNOS | ωB97M-V/def2-TZVPD

```
9
C3H2FNOS, DFT ωB97M-V/def2-TZVPD
C -0.450 0.630 0.066
C 0.940 0.578 -0.105
C -2.090 -1.084 0.701
N -1.268 -0.359 0.164
O 3.297 -0.269 -0.459
F -2.907 -1.872 0.034
S 1.941 -0.765 -0.227
H -0.911 1.612 0.035
H 1.448 1.528 -0.208
```

Summary:
* LUMO (alpha / beta): -1.41 / -1.70 eV
* energy above the lowest of the compared OMol25 structures with the same formula, charge and spin: 311.3 kJ/mol


5.
C5H8O | ωB97M-V/def2-TZVPD

```
14
C5H8O, DFT ωB97M-V/def2-TZVPD
C -1.786 0.483 -0.472
C -0.329 0.151 -0.281
C 0.741 1.101 -0.342
C 1.862 0.345 0.288
O 1.494 -1.031 0.568
C 0.080 -1.084 0.531
H -2.337 -0.360 -0.896
H -1.905 1.362 -1.112
H -2.228 0.709 0.501
H 0.176 0.131 -1.366
H 2.042 0.897 1.226
H 2.796 0.338 -0.270
H -0.370 -1.009 1.540
H -0.238 -2.034 0.084
```

Summary:
* LUMO: 0.78 eV
* energy above the lowest of the compared OMol25 structures with the same formula, charge and spin: 372.3 kJ/mol


6.
C3H3BrOS | ωB97M-V/def2-TZVPD

```
9
C3H3BrOS, DFT ωB97M-V/def2-TZVPD
C 1.055 0.169 0.739
C 2.463 -1.775 0.206
C -0.019 0.862 0.274
O 2.593 -2.861 0.595
S 2.285 -0.328 -0.413
Br -2.032 -1.312 -0.140
H 1.166 -0.467 1.654
H -0.869 0.967 0.885
H 0.211 1.240 -0.780
```

Summary:
* LUMO (alpha / beta): -2.60 / -2.60 eV
* energy above the lowest of the compared OMol25 structures with the same formula, charge and spin: 270.0 kJ/mol